No. 1
C31H50BrN5P2Ti as an isolated structure at a distorted geometry, computed with wB97M-V/def2-TZVPD.

Results
Gap between HOMO and LUMO (alpha / beta) in eV: 4.7 / 4.6
LUMO (alpha / beta) in eV: -7.41 / -7.50
E_HOMO (alpha / beta) in eV: -12.108 / -12.085
DFT total energy in eV: -152121.470
Expectation value of S²: 2.02
ΔE to the lowest compared entry with this formula, charge and spin in kJ/mol: 578.0

The geometry in ORCA input format:
```
! RIJCOSX wB97M-V def2-TZVPD def2/J DEFGRID3
* xyz 2 3
C 4.47 -4.00 -3.76
C 3.13 -3.50 -3.79
C 2.30 -4.01 -4.83
C 2.71 -5.16 -5.53
N 3.90 -5.74 -5.29
C 4.80 -5.14 -4.50
C 2.73 -2.48 -2.80
C 2.26 -1.58 -2.01
C 1.45 -0.27 -1.87
C 0.20 -0.51 -1.23
C -0.49 0.54 -0.59
C -0.15 1.86 -0.87
C 0.90 2.06 -1.76
C 1.68 1.07 -2.34
Ti 1.56 -1.08 0.11
P -0.96 -0.73 2.16
H 1.31 -3.61 -5.07
H 5.23 -3.55 -3.12
H 2.06 -5.71 -6.23
H 5.78 -5.64 -4.39
H 2.41 1.29 -3.13
H -0.17 -1.63 -1.21
H 1.01 3.04 -2.16
H -1.51 0.26 -0.38
C -2.12 0.49 3.05
C -3.56 0.19 3.49
H -2.08 1.41 2.44
H -1.56 0.76 3.95
H -3.90 1.02 4.13
H -4.27 0.14 2.65
H -3.65 -0.70 4.13
C -2.28 -1.82 1.52
C -1.82 -3.17 0.97
H -2.91 -1.27 0.79
H -2.99 -1.96 2.37
H -2.69 -3.66 0.53
H -1.06 -3.00 0.23
H -1.41 -3.76 1.79
C -0.50 -1.68 3.73
C -1.54 -2.20 4.73
H 0.16 -0.96 4.24
H 0.13 -2.50 3.35
H -1.01 -2.87 5.41
H -1.98 -1.41 5.35
H -2.33 -2.80 4.26
Br -0.73 3.37 0.19
P -3.46 1.40 -2.24
C -3.63 0.97 -0.46
C -5.10 0.75 -0.08
H -3.11 1.73 0.17
H -3.10 0.02 -0.29
H -5.17 -0.01 0.69
H -5.54 1.66 0.32
H -5.66 0.42 -0.96
C -2.62 3.04 -2.26
C -3.26 4.10 -3.13
H -1.55 2.91 -2.48
H -2.70 3.41 -1.24
H -2.87 5.08 -2.83
H -2.97 3.90 -4.16
H -4.35 4.13 -3.03
C -2.44 0.22 -3.19
C -3.05 -0.05 -4.60
H -2.32 -0.71 -2.59
H -1.42 0.67 -3.28
H -2.29 -0.50 -5.25
H -3.88 -0.77 -4.52
H -3.44 0.84 -5.12
C 3.36 0.16 1.55
N 2.12 1.02 1.50
C 2.53 2.37 0.99
N 3.62 2.96 1.78
C 4.79 2.08 1.77
N 4.43 0.77 2.37
C 3.89 1.01 3.76
N 2.73 1.90 3.68
C 1.69 1.36 2.91
C 3.21 3.18 3.18
H 3.79 0.06 0.53
H 3.12 -0.80 2.04
H 1.64 3.00 1.09
H 2.80 2.32 -0.07
H 5.60 2.51 2.38
H 5.14 1.94 0.73
H 3.62 0.05 4.20
H 4.70 1.47 4.32
H 0.87 2.09 2.79
H 1.27 0.45 3.38
H 4.08 3.52 3.76
H 2.44 3.96 3.21
*
```

=====

No. 2
The molecule C3H3N3O3 at a distorted geometry, computed with wB97M-V/def2-TZVPD.

Results
Gap between HOMO and LUMO in eV: 10.8
LUMO in eV: -0.77
E_HOMO in eV: -11.555
DFT total energy in eV: -13766.284
ΔE to the lowest compared entry with this formula, charge and spin in kJ/mol: 711.3
SMILES: Cc1nonc1[N+](=O)[O-]

The geometry in ORCA input format:
```
! RIJCOSX wB97M-V def2-TZVPD def2/J DEFGRID3
* xyz 0 1
C -0.75 -0.43 1.13
C -2.02 0.23 1.43
C 0.15 -0.02 0.03
N -0.51 -1.16 2.11
N -2.43 -0.12 2.61
N -2.68 1.22 0.54
O -3.87 1.19 0.39
O -1.93 2.10 0.14
O -1.49 -0.95 3.04
H 1.02 -0.65 -0.21
H -0.46 0.22 -0.77
H 0.47 0.94 0.53
*
```

=====

No. 3
A 2-piece molecular cluster, C3H9N2O overall at a distorted geometry, computed with wB97M-V/def2-TZVPD.

Results
Gap between HOMO and LUMO in eV: 11.1
LUMO in eV: -3.26
E_HOMO in eV: -14.400
DFT total energy in eV: -8277.943
ΔE to the lowest compared entry with this formula, charge and spin in kJ/mol: 109.1

The geometry in ORCA input format:
```
! RIJCOSX wB97M-V def2-TZVPD def2/J DEFGRID3
* xyz 1 1
C 0.49 -1.56 -1.41
C 0.87 -1.23 -0.18
C -0.10 -0.64 0.86
N -0.80 -1.49 1.65
N -0.11 2.56 -0.49
O -0.27 0.55 1.08
H 1.07 -2.06 -2.09
H -0.60 -1.35 -1.58
H 1.87 -1.49 0.23
H -1.51 -0.99 2.27
H -0.81 -2.49 1.49
H 0.85 2.69 -0.70
H -0.44 3.36 -0.04
H -0.58 2.40 -1.36
H 0.05 1.74 0.26
*
```

=====

No. 4
C28H21BrCl3F4N5OPb as an isolated structure, computed with wB97M-V/def2-TZVPD.

Results
Gap between HOMO and LUMO in eV: 6.4
LUMO in eV: -0.60
E_HOMO in eV: -6.973
DFT total energy in eV: -162601.432
ΔE to the lowest compared entry with this formula, charge and spin in kJ/mol: 0.0

The geometry in ORCA input format:
```
! RIJCOSX wB97M-V def2-TZVPD def2/J DEFGRID3
* xyz 0 1
Pb 0.29 0.30 -0.47
Br -0.11 -7.54 0.90
C 0.22 -5.73 0.46
C 1.40 -5.38 -0.21
C 1.65 -4.07 -0.52
C 0.74 -3.02 -0.19
O 1.11 -1.81 -0.45
C -0.47 -3.40 0.46
C -1.57 -2.53 0.78
N -1.71 -1.28 0.50
C -2.98 -0.70 0.73
C -4.16 -1.41 0.63
C -5.41 -0.81 0.86
C -5.50 0.52 1.16
C -4.32 1.30 1.20
C -4.36 2.69 1.45
C -3.20 3.42 1.42
C -2.00 2.73 1.16
N -1.92 1.44 0.96
C -3.06 0.70 0.98
C -0.69 -4.76 0.78
H 2.11 -6.15 -0.47
H 2.56 -3.78 -1.03
H -2.38 -3.04 1.31
H -4.13 -2.45 0.33
H -6.31 -1.41 0.78
H -6.46 0.99 1.33
H -5.31 3.17 1.63
H -3.19 4.48 1.59
H -1.06 3.29 1.10
H -1.61 -5.02 1.29
C 2.14 -0.88 2.11
N 1.15 0.19 1.94
C 0.14 0.07 2.99
C 1.80 1.51 2.04
C 2.93 1.69 1.05
N 2.51 1.28 -0.28
C 3.43 1.27 -1.27
C 3.08 0.75 -2.54
F 1.81 0.28 -2.71
C 3.93 0.69 -3.62
F 3.47 0.16 -4.76
C 5.23 1.15 -3.55
C 5.61 1.67 -2.33
F 6.86 2.15 -2.18
C 4.76 1.74 -1.24
F 5.26 2.33 -0.12
H 2.67 -0.75 3.06
H 2.84 -0.89 1.28
H 1.62 -1.84 2.12
H 0.61 0.06 3.98
H -0.41 -0.87 2.85
H -0.56 0.89 2.93
H 2.18 1.66 3.06
H 1.02 2.27 1.87
H 3.80 1.13 1.40
H 3.22 2.75 1.10
H 5.90 1.10 -4.39
Cl -4.36 3.22 -3.68
C -2.80 3.02 -4.48
Cl -2.85 1.64 -5.58
Cl -2.36 4.49 -5.36
C -1.78 2.76 -3.46
N -1.00 2.56 -2.65
*
```

=====

No. 5
C6H12N2OPPt as an isolated structure at a distorted geometry, computed with wB97M-V/def2-TZVPD.

Results
Gap between HOMO and LUMO (alpha / beta) in eV: 5.9 / 7.1
LUMO (alpha / beta) in eV: -2.45 / -6.37
E_HOMO (alpha / beta) in eV: -8.307 / -13.460
DFT total energy in eV: -23967.099
Expectation value of S²: 6.01
ΔE to the lowest compared entry with this formula, charge and spin in kJ/mol: 0.0

The geometry in ORCA input format:
```
! RIJCOSX wB97M-V def2-TZVPD def2/J DEFGRID3
* xyz 1 5
C -0.97 1.89 -2.12
C 0.15 2.75 -1.81
C 0.34 2.84 -0.41
C -0.67 2.12 0.26
C -1.56 1.51 -0.70
Pt -0.68 -0.25 -1.55
P 0.26 -2.12 -1.88
H -1.59 1.89 -3.03
H 0.73 3.28 -2.56
H 1.16 3.37 0.09
H -2.63 1.28 -0.57
H -0.84 2.11 1.34
H 1.43 -2.37 -1.12
H 0.71 -2.32 -3.20
H -0.57 -3.24 -1.62
N -0.46 -1.97 2.72
C 0.43 -1.24 1.97
N 1.73 -1.72 2.07
O 0.09 -0.35 1.19
H -0.09 -2.52 3.49
H -1.37 -1.54 2.85
H 2.44 -1.09 1.74
H 1.95 -2.30 2.86
*
```

=====

No. 6
The molecule C23H35N3O5S, computed with wB97M-V/def2-TZVPD.

Results
Gap between HOMO and LUMO in eV: 9.3
LUMO in eV: 0.38
E_HOMO in eV: -8.938
DFT total energy in eV: -49963.107
ΔE to the lowest compared entry with this formula, charge and spin in kJ/mol: 71.2
SMILES: CCC[C@H](C(=O)NC1CCCC1)N(C[C@H]1CCCO1)C(=O)CNS(=O)(=O)c1ccccc1

The geometry in ORCA input format:
```
! RIJCOSX wB97M-V def2-TZVPD def2/J DEFGRID3
* xyz 0 1
C 2.45 2.19 3.90
C 2.77 1.96 2.43
C 2.92 0.48 2.06
C 1.59 -0.29 2.16
N 0.53 0.28 1.32
C 0.72 0.55 0.02
O 1.76 0.31 -0.59
C -0.40 1.26 -0.73
N -0.71 2.54 -0.13
S -2.26 3.12 -0.34
O -3.14 2.08 0.11
O -2.30 4.40 0.30
C -2.43 3.31 -2.11
C -1.96 4.47 -2.70
C -2.04 4.60 -4.07
C -2.59 3.58 -4.83
C -3.06 2.43 -4.23
C -2.98 2.29 -2.85
H -3.35 1.41 -2.35
H -3.49 1.64 -4.83
H -2.66 3.69 -5.91
H -1.69 5.50 -4.55
H -1.56 5.24 -2.07
H -0.01 3.25 -0.25
H -0.07 1.36 -1.77
H -1.31 0.66 -0.71
C -0.79 0.26 1.92
H -1.43 1.00 1.44
H -0.70 0.52 2.97
C -1.42 -1.15 1.80
H -0.79 -1.86 2.35
C -2.87 -1.16 2.29
H -3.07 -0.36 2.99
H -3.10 -2.12 2.76
C -3.66 -1.01 0.99
H -4.66 -1.42 1.04
C -2.77 -1.78 0.01
H -2.86 -1.45 -1.02
H -2.97 -2.86 0.07
O -1.43 -1.54 0.43
H -3.72 0.04 0.70
H 1.24 -0.22 3.19
C 1.79 -1.80 1.91
O 1.58 -2.61 2.79
N 2.21 -2.11 0.68
H 2.28 -1.36 -0.01
C 2.24 -3.46 0.17
H 2.18 -4.12 1.04
C 3.52 -3.69 -0.66
C 3.07 -3.86 -2.12
H 3.02 -4.92 -2.37
H 3.75 -3.38 -2.82
C 1.67 -3.26 -2.16
H 1.72 -2.17 -2.22
H 1.09 -3.62 -3.01
C 1.08 -3.68 -0.82
H 0.81 -4.74 -0.84
H 0.21 -3.10 -0.53
H 4.18 -2.82 -0.55
H 4.07 -4.56 -0.31
H 3.32 0.40 1.05
H 3.62 0.00 2.74
H 1.99 2.41 1.81
H 3.71 2.46 2.19
H 1.47 1.81 4.16
H 3.19 1.70 4.53
H 2.47 3.26 4.12
*
```

=====

No. 7
The molecule C22H29N5O3, computed with wB97M-V/def2-TZVPD.

Results
Gap between HOMO and LUMO in eV: 8.5
LUMO in eV: 0.10
E_HOMO in eV: -8.362
DFT total energy in eV: -36877.501
ΔE to the lowest compared entry with this formula, charge and spin in kJ/mol: 318.7
SMILES: CC[C@H](C(=O)NCCCN1CCOCC1)n1c2ccccc2c2nc(=O)cc(C)n21

The geometry in ORCA input format:
```
! RIJCOSX wB97M-V def2-TZVPD def2/J DEFGRID3
* xyz 0 1
C -4.08 1.36 -2.28
H -4.38 1.48 -3.32
C -2.59 1.64 -2.14
H -2.36 2.64 -2.53
H -2.02 0.92 -2.73
C -2.12 1.60 -0.68
N -2.19 0.28 -0.08
C -1.67 -0.81 -0.76
C -0.50 -0.88 -1.51
C -0.17 -2.11 -2.06
C -0.97 -3.23 -1.88
C -2.15 -3.16 -1.16
C -2.49 -1.93 -0.60
C -3.62 -1.51 0.19
N -4.63 -2.19 0.58
C -5.60 -1.59 1.36
O -6.64 -2.16 1.63
C -5.24 -0.27 1.88
C -4.16 0.42 1.46
N -3.39 -0.17 0.48
C -3.76 1.73 2.06
H -4.14 2.57 1.48
H -4.19 1.81 3.06
H -2.67 1.82 2.14
H -5.88 0.14 2.64
H -2.79 -4.01 -1.01
H -0.68 -4.17 -2.33
H 0.74 -2.19 -2.64
H 0.12 -0.02 -1.67
H -2.76 2.28 -0.11
C -0.69 2.16 -0.55
O -0.23 2.95 -1.35
N -0.04 1.75 0.55
H -0.45 1.01 1.10
C 1.34 2.08 0.82
C 2.27 0.88 0.62
C 3.73 1.26 0.91
N 4.71 0.21 0.75
C 4.59 -0.89 1.69
C 5.86 -1.74 1.58
O 6.04 -2.23 0.27
C 6.11 -1.17 -0.65
C 4.85 -0.30 -0.60
H 4.95 0.53 -1.29
H 3.99 -0.93 -0.90
H 6.23 -1.62 -1.63
H 6.99 -0.54 -0.42
H 5.79 -2.62 2.23
H 6.72 -1.13 1.87
H 4.50 -0.49 2.70
H 3.72 -1.53 1.47
H 3.81 1.63 1.93
H 4.02 2.08 0.24
H 2.18 0.54 -0.42
H 1.96 0.07 1.28
H 1.61 2.89 0.13
H 1.43 2.45 1.85
H -4.33 0.35 -1.97
H -4.67 2.06 -1.68
*
```

=====

No. 8
A 2-piece molecular cluster, C4H13N3O overall at a distorted geometry, computed with wB97M-V/def2-TZVPD.

Results
Gap between HOMO and LUMO in eV: 9.6
LUMO in eV: 0.89
E_HOMO in eV: -8.744
DFT total energy in eV: -10874.724
ΔE to the lowest compared entry with this formula, charge and spin in kJ/mol: 285.0
SMILES: CNN(C)C(C)=O.N

The geometry in ORCA input format:
```
! RIJCOSX wB97M-V def2-TZVPD def2/J DEFGRID3
* xyz 0 1
C 1.85 0.59 -1.44
C 1.33 -0.10 1.43
N 0.86 -0.36 -0.94
N 0.36 -0.04 0.34
H 1.27 -1.30 -0.93
H -0.66 1.63 0.29
H 1.97 0.78 1.43
H 2.79 0.61 -0.86
H 2.09 0.31 -2.46
H 1.40 1.58 -1.44
H 0.77 -0.14 2.37
H 1.95 -1.00 1.37
C -1.70 -1.30 -0.47
C -1.05 -0.55 0.66
N -1.74 1.40 0.28
O -1.34 -0.73 1.83
H -2.41 1.69 -0.43
H -2.18 1.41 1.20
H -1.25 -2.29 -0.55
H -1.56 -0.78 -1.41
H -2.76 -1.40 -0.26
*
```

=====

No. 9
C37H40OP2Re as an isolated structure at a distorted geometry, computed with wB97M-V/def2-TZVPD.

Results
Gap between HOMO and LUMO (alpha / beta) in eV: 6.3 / 4.9
LUMO (alpha / beta) in eV: -6.63 / -8.19
E_HOMO (alpha / beta) in eV: -12.958 / -13.114
DFT total energy in eV: -61751.850
Expectation value of S²: 3.80
ΔE to the lowest compared entry with this formula, charge and spin in kJ/mol: 8.0

The geometry in ORCA input format:
```
! RIJCOSX wB97M-V def2-TZVPD def2/J DEFGRID3
* xyz 2 4
Re -0.92 -3.02 3.93
C 0.75 -4.08 4.54
C 1.14 -3.03 3.61
C 1.54 -3.36 2.19
C 0.38 -3.84 1.30
C -1.00 -3.73 1.97
C -1.44 -4.73 2.91
C -0.58 -5.93 3.29
C 0.65 -5.55 4.15
C -1.81 -1.23 4.36
H 1.15 -3.96 5.56
H 1.69 -2.19 4.03
H 2.40 -4.05 2.16
H 1.95 -2.43 1.77
H 0.34 -3.21 0.40
H 0.57 -4.87 0.93
H -1.76 -3.23 1.35
H -2.52 -4.97 2.93
H -0.29 -6.49 2.40
H -1.22 -6.60 3.89
H 0.57 -6.14 5.08
H 1.59 -5.88 3.68
H -1.80 -1.03 5.44
H -2.84 -1.40 4.03
H -1.38 -0.37 3.81
P 1.49 3.02 -1.27
P -1.28 2.40 -2.75
C 1.46 1.98 -2.75
C 0.29 1.79 -3.41
C 2.81 4.25 -1.72
C 3.74 4.03 -2.74
C 4.77 4.96 -2.97
C 4.79 6.17 -2.27
C 3.77 6.46 -1.35
C 2.80 5.51 -1.07
C 2.22 1.79 -0.14
C 1.36 0.75 0.25
C 1.77 -0.15 1.23
C 3.06 -0.07 1.77
C 3.95 0.91 1.31
C 3.54 1.84 0.35
C -1.93 3.19 -4.33
C -1.30 4.35 -4.81
C -1.80 5.02 -5.93
C -2.95 4.55 -6.59
C -3.56 3.37 -6.14
C -3.05 2.70 -5.02
C -2.29 0.88 -2.64
C -3.47 0.96 -1.87
C -4.29 -0.15 -1.74
C -3.95 -1.36 -2.35
C -2.78 -1.44 -3.12
C -1.94 -0.33 -3.26
H 2.40 1.49 -3.03
H 0.24 1.31 -4.40
H 3.69 3.13 -3.36
H 5.54 4.74 -3.71
H 5.59 6.89 -2.46
H 3.75 7.43 -0.86
H 2.02 5.72 -0.34
H 0.36 0.67 -0.19
H 1.04 -0.89 1.57
H 3.36 -0.75 2.57
H 4.95 0.97 1.73
H 4.24 2.60 -0.02
H -0.41 4.73 -4.30
H -1.31 5.93 -6.29
H -3.36 5.09 -7.44
H -4.44 2.98 -6.64
H -3.52 1.77 -4.69
H -3.73 1.90 -1.38
H -5.23 -0.08 -1.17
H -4.59 -2.24 -2.24
H -2.52 -2.37 -3.63
H -1.03 -0.41 -3.86
C -1.68 -3.58 6.99
C -2.02 -3.92 5.56
O -2.91 -4.70 5.22
H -1.93 -2.53 7.21
H -0.62 -3.74 7.16
H -2.25 -4.23 7.66
*
```

=====

No. 10
A 14-piece molecular cluster, C4H36NO15 overall at a distorted geometry, computed with wB97M-V/def2-TZVPD.

Results
Gap between HOMO and LUMO in eV: 10.1
LUMO in eV: -2.36
E_HOMO in eV: -12.504
DFT total energy in eV: -36930.462
ΔE to the lowest compared entry with this formula, charge and spin in kJ/mol: 40.5

The geometry in ORCA input format:
```
! RIJCOSX wB97M-V def2-TZVPD def2/J DEFGRID3
* xyz 1 1
C 1.17 -1.19 0.57
O 2.51 -0.78 0.21
C 0.22 -0.73 -0.53
C -1.05 -1.62 -0.57
C -1.95 -1.31 -1.80
O -2.22 -0.18 -2.11
N -0.26 0.63 -0.17
H 0.92 -0.67 1.50
H 1.27 -2.25 0.77
H 2.54 0.17 0.37
H 0.71 -0.70 -1.49
H -1.72 -1.30 0.23
H -0.75 -2.66 -0.60
H -2.42 -2.25 -2.12
H -0.82 1.00 -0.95
H -0.84 0.64 0.68
H 0.32 1.50 -0.16
H -2.53 3.48 -2.44
H -3.14 2.04 -2.51
O -2.63 2.65 -1.97
H 1.31 1.07 -3.08
H 0.09 2.16 -3.06
O 0.44 1.33 -2.71
H -2.72 2.76 -0.23
H -3.84 3.31 0.71
O -3.08 2.71 0.68
H 3.42 0.66 -2.73
H 2.87 0.16 -4.02
O 2.97 0.97 -3.52
H 3.05 -0.99 3.30
H 2.84 -2.45 3.44
O 2.35 -1.62 3.53
H -4.33 -0.39 1.01
H -3.36 0.88 0.73
O -3.44 -0.05 1.00
H 3.28 -2.03 -2.04
H 2.82 -2.25 -3.45
O 2.66 -1.67 -2.69
H -0.21 -1.22 -3.77
H 1.00 -2.14 -3.41
O 0.05 -2.13 -3.57
H 2.92 2.58 1.21
H 4.20 1.83 1.56
O 3.51 1.88 0.89
H -2.46 -3.38 2.92
H -1.56 -2.31 2.33
O -1.53 -3.15 2.81
H 0.02 2.59 1.75
H 0.48 3.87 1.05
O 0.63 2.91 1.07
H -0.79 0.06 3.06
H -2.17 0.66 2.70
O -1.24 0.70 2.47
H -0.34 -1.83 4.18
H 0.89 -1.03 4.55
O -0.06 -0.93 4.41
*
```

=====

What is the ΔE to the lowest compared entry with this formula, charge and spin in the third record? 109.1 kJ/mol

=====

DFT total energy of number 10 (C4H36NO15)? -36930.462 eV

=====

Look up the DFT total energy of the eighth one. -10874.724 eV